No. 1
The following is a quantum chemistry calculation of one molecule with the formula C15H22N2O4, from OMol25.

Each line ends with the Mulliken charge.
CARTESIAN COORDINATES (ANGSTROEM)
C: -0.33463 -0.57853 -0.25706  0.522
C: 0.77180 -1.36036 -0.90380  -0.215
C: -1.40935 -1.31018 0.61518  -1.395
C: -2.85327 -0.73366 0.40349  0.581
C: -4.06524 -1.50704 0.35513  -0.748
C: -2.96408 0.64909 0.25162  -0.250
C: -5.32768 -0.90292 0.42652  -0.371
C: -4.29364 1.18804 0.27543  -0.916
C: -5.38642 0.47866 0.56414  0.764
C: 2.44926 0.46079 -0.16216  -0.104
C: 1.99868 1.89522 -0.46047  0.432
C: 4.01480 0.28356 -0.24993  -1.050
C: 4.69949 -0.50128 1.00493  0.454
C: 5.87897 -1.40337 0.51532  -1.330
C: 5.05194 0.34754 2.31164  -1.455
H: -1.58578 0.10338 -1.95953  0.199
H: -0.26756 -0.50494 -2.28486  0.177
H: -0.01435 0.25319 0.29266  0.405
H: -1.14937 -1.25111 1.62635  0.453
H: -1.38268 -2.42925 0.40657  0.400
H: -3.99900 -2.63178 0.52122  0.233
H: -2.11235 1.25940 0.12978  0.550
H: -6.18589 -1.46853 0.62351  0.307
H: -4.37336 2.33624 0.37867  0.228
H: -7.36365 0.31547 0.78329  0.310
H: 2.43447 -0.76459 -1.74590  0.212
H: 2.09942 0.14701 0.73972  0.535
H: 4.52041 1.22519 -0.25767  0.540
H: 4.26633 -0.20009 -1.20797  0.405
H: 3.81310 -1.08560 1.33572  0.164
H: 6.53740 -2.05678 1.25130  0.297
H: 6.56147 -0.56448 0.24623  0.365
H: 5.51888 -2.20911 -0.16634  0.334
H: 5.70982 1.15479 1.99629  0.368
H: 5.61244 -0.31458 2.92504  0.426
H: 4.17626 0.69124 2.79160  0.355
H: 0.14784 1.50190 -1.21555  0.601
N: -0.68925 0.03389 -1.66131  -0.488
N: 1.77728 -0.47742 -1.08385  0.005
O: 0.64003 -2.44368 -1.43730  -0.646
O: -6.62884 0.96889 0.69977  -0.562
O: 2.80167 2.74166 -0.57208  -0.533
O: 0.69166 2.17868 -0.70712  -0.557

Computed properties:
Net charge: 0
E_HOMO (eV): -8.80
LUMO energy (Eh): 0.0227
SMILES: CC(C)C[C@H](NC(=O)[C@@H](N)Cc1ccc(O)cc1)C(=O)O

=====

No. 2
The following is a quantum chemistry calculation of one molecule with the formula C15H22N2O6S, from OMol25.

Each line ends with the Mulliken charge.
CARTESIAN COORDINATES (ANGSTROEM)
C: 2.17344 -0.21252 -1.98440  -1.150
C: 0.76371 0.32291 -2.17440  0.019
H: 0.54002 0.47294 -3.23649  0.341
H: 0.02086 -0.35518 -1.74373  0.122
O: 0.65644 1.59550 -1.53065  -0.290
C: -0.38491 1.82922 -0.74246  0.423
O: -1.31877 1.07548 -0.60716  -0.631
C: -0.29681 3.20043 -0.08188  0.053
C: 1.16016 3.62613 0.11091  -0.938
C: 1.89587 2.54687 0.92666  -0.836
N: 0.91422 1.70113 1.56304  0.017
S: 1.34138 0.18834 2.11337  1.378
O: 2.61137 -0.13812 1.53197  -0.705
O: 1.18953 0.13142 3.54038  -0.749
C: 0.11706 -0.84498 1.36580  0.185
C: -1.25562 -0.74516 1.47741  -0.823
N: -1.82905 -1.67202 0.69545  0.180
C: -0.84660 -2.38804 0.06243  -0.208
C: 0.38044 -1.88691 0.47479  -0.076
H: 1.34625 -2.23903 0.17900  0.740
C: -1.08286 -3.49062 -0.86121  0.354
O: -2.15588 -3.97624 -1.14540  -0.670
O: 0.07446 -3.93232 -1.38381  -0.269
C: -0.03501 -5.02594 -2.28175  -0.717
H: -0.65679 -4.75554 -3.13800  0.314
H: -0.48458 -5.88632 -1.78158  0.308
H: 0.97755 -5.25682 -2.60161  0.228
C: -3.24870 -1.78213 0.49177  -0.990
H: -3.46631 -2.70746 -0.03630  0.335
H: -3.59682 -0.93603 -0.10407  0.327
H: -3.76243 -1.77569 1.45299  0.341
H: -1.84571 -0.06852 2.06108  0.404
C: -0.08454 2.44555 2.28784  -0.885
C: -1.01241 3.14141 1.27340  -0.820
H: -1.93861 2.58063 1.14723  0.329
H: -1.25853 4.14669 1.61460  0.457
H: 0.40152 3.18781 2.93634  0.415
H: -0.62025 1.74789 2.92904  0.414
H: 2.55286 3.01363 1.67498  0.496
H: 2.50552 1.90599 0.29197  0.333
H: 1.17222 4.57814 0.64356  0.415
H: 1.64748 3.76624 -0.85220  0.403
H: -0.81301 3.90633 -0.74112  0.492
H: 2.41108 -0.28409 -0.92504  0.194
H: 2.89353 0.44834 -2.46045  0.355
H: 2.24723 -1.19933 -2.43229  0.386

Computed properties:
Net charge: 0
E_HOMO (eV): -8.83
LUMO energy (Eh): 0.0262
SMILES: CCOC(=O)C1CCN(S(=O)(=O)c2cc(C(=O)OC)n(C)c2)CC1

=====

No. 3
The following is a quantum chemistry calculation of C15H22N2OSe5W as an isolated structure, from OMol25.

Each line ends with the Mulliken charge.
CARTESIAN COORDINATES (ANGSTROEM)
W: 0.10378 0.12617 0.07974  0.315
Se: 2.07352 -1.32666 -0.30512  -0.268
Se: 0.99067 -2.79386 -1.79331  -0.068
Se: -0.90342 -3.15225 -0.50131  -0.109
Se: -1.90010 -1.03970 -0.77119  -0.354
C: -3.03240 -1.91357 7.27529  -1.197
C: -2.06395 -2.29032 6.15987  -0.023
C: -2.45952 -1.76337 4.78196  -0.362
C: -2.44947 -0.24424 4.64805  -1.250
N: -1.14676 0.36573 4.93903  0.474
C: -0.03862 0.25894 4.18066  -0.468
Se: 0.09871 -0.74411 2.60204  0.405
N: 0.95749 0.93992 4.77544  0.563
C: 2.32581 1.06437 4.27549  -0.891
C: 3.37892 0.38179 5.14213  -0.534
C: 3.30874 -1.14562 5.21324  -0.607
C: 2.13585 -1.72096 6.00250  -0.715
C: 0.47863 1.52836 5.93317  0.892
C: 1.08915 2.35380 6.86839  -0.784
C: 0.30538 2.79421 7.92026  -0.810
C: -1.03952 2.42767 8.03167  -0.837
C: -1.64911 1.61105 7.09500  -0.767
C: -0.86386 1.16678 6.03877  0.811
H: -2.72657 -2.35289 8.22588  0.401
H: -4.04080 -2.27161 7.05374  0.316
H: -3.08883 -0.83505 7.42947  0.182
H: -2.01006 -3.37954 6.09470  0.491
H: -1.05359 -1.94968 6.40991  -0.129
H: -3.47182 -2.09748 4.53350  0.487
H: -1.79802 -2.18225 4.02387  0.201
H: -3.15292 0.20670 5.34722  0.490
H: -2.74263 0.05783 3.64192  0.273
H: 2.53696 2.13164 4.17761  0.388
H: 2.32735 0.63450 3.27399  0.349
H: 3.38133 0.80042 6.15301  0.305
H: 4.33702 0.65770 4.69240  0.406
H: 4.23262 -1.48226 5.69150  0.350
H: 3.31257 -1.55746 4.19994  0.285
H: 2.10746 -1.31856 7.01923  0.313
H: 2.22732 -2.80566 6.07720  0.465
H: 1.17547 -1.52263 5.52835  -0.066
H: 2.12451 2.64891 6.77528  0.428
H: 0.74092 3.44065 8.66994  0.400
H: -1.62007 2.79622 8.86638  0.403
H: -2.69240 1.34592 7.18387  0.368
O: 0.20295 1.78418 0.21181  -0.519

Computed properties:
Net charge: 0
E_HOMO (alpha / beta) (eV): -6.40 / -6.51
LUMO energy (alpha / beta) (Eh): -0.0133 / -0.0137

=====

No. 4
The following is a quantum chemistry calculation of C15H22N2PtS5Si2 as an isolated structure, from OMol25.

Each line ends with the Mulliken charge.
CARTESIAN COORDINATES (ANGSTROEM)
Pt: -0.04391 -3.31423 -0.09426  0.679
C: 3.82419 -0.19796 -2.00644  -1.073
Si: 2.97092 -0.54740 -0.38929  0.144
C: 3.18004 -2.32988 0.07747  -1.003
C: 3.59178 0.51901 1.00522  -0.944
N: 1.22605 -0.18077 -0.63030  0.619
C: 0.71128 1.10188 -0.90764  0.830
C: 1.42576 2.25338 -1.18378  -0.565
C: 0.73233 3.42706 -1.46554  -1.138
C: -0.65134 3.44107 -1.46995  -1.140
C: -1.37101 2.28232 -1.19262  -0.564
C: -0.68317 1.11578 -0.91164  0.830
N: -1.22710 -0.15590 -0.63877  0.620
Si: -2.97867 -0.47191 -0.38183  0.156
C: -3.55188 0.60898 1.02208  -0.940
C: -3.83657 -0.09349 -1.99018  -1.074
C: -3.24267 -2.24777 0.08198  -1.006
H: 4.89075 -0.41616 -1.91572  0.342
H: 3.72316 0.83593 -2.33612  0.365
H: 3.41580 -0.83902 -2.79042  0.312
H: 4.25562 -2.53164 0.10044  0.383
H: 2.72159 -3.02553 -0.62649  0.281
H: 2.78026 -2.53667 1.07195  0.278
H: 4.67039 0.38759 1.12292  0.441
H: 3.11509 0.21436 1.93941  0.260
H: 3.39722 1.58289 0.86842  0.348
H: 2.50599 2.25394 -1.18091  0.294
H: 1.28633 4.33048 -1.68084  0.405
H: -1.18536 4.35551 -1.68929  0.405
H: -2.45125 2.30603 -1.19814  0.292
H: -3.32335 1.66654 0.88858  0.348
H: -3.07866 0.28397 1.95131  0.257
H: -4.63334 0.51227 1.14725  0.444
H: -3.70339 0.93565 -2.32370  0.365
H: -4.90900 -0.27480 -1.88806  0.341
H: -3.45869 -0.74995 -2.77675  0.312
H: -2.83824 -2.47390 1.07028  0.277
H: -2.81906 -2.95681 -0.63037  0.282
H: -4.32474 -2.40986 0.11811  0.383
S: -0.01184 1.40776 5.13263  -0.210
C: -0.00278 0.31355 3.92386  0.075
S: -0.00019 0.73409 2.24607  0.106
C: -0.00806 -0.90882 1.62678  -0.646
C: -0.02132 -1.93642 2.52806  0.767
S: -0.03626 -3.65359 2.28556  -0.470
S: -0.01996 -1.40651 4.18947  -0.198
S: -0.01274 -1.21102 -0.09878  -1.269

Computed properties:
Net charge: 0
E_HOMO (eV): -7.36
LUMO energy (Eh): -0.0144

=====

No. 5
The following is a quantum chemistry calculation of one molecule with the formula C15H22O2, from OMol25.

Each line ends with the Mulliken charge.
CARTESIAN COORDINATES (ANGSTROEM)
O: 1.34318 -0.26896 -3.78450  -0.626
O: -0.70986 0.05856 -2.82057  -0.387
C: 0.39171 -0.67468 -3.12460  0.303
C: -0.03176 -0.19339 0.74207  0.437
C: 0.13896 -1.37085 0.04349  -1.729
C: -0.69929 1.89145 2.59369  -0.731
C: 2.13088 0.76334 1.60082  -1.443
C: 0.13149 0.71715 3.10202  -0.938
C: -0.19516 1.96428 -0.55113  -1.845
C: -1.66110 1.45245 1.44953  -1.439
C: 1.74156 -2.57135 -2.13737  -1.538
C: -2.05359 0.24410 -0.72326  -1.415
C: 0.86437 0.00023 1.96127  -0.166
C: -0.96610 0.85898 0.21665  2.366
C: -0.54102 -1.72345 -1.24852  0.222
C: 0.37132 -2.02415 -2.48489  0.446
C: -1.46281 -0.62703 -1.79557  -0.112
H: 0.82052 -2.09767 0.41327  0.431
H: -0.01105 2.65591 2.20625  0.329
H: -1.28290 2.30977 3.39956  0.402
H: 1.89496 1.77123 1.30285  0.303
H: 2.82334 0.79546 2.46618  0.471
H: 2.61602 0.27027 0.74261  0.232
H: 0.85134 1.07326 3.85304  0.395
H: -0.52275 0.00235 3.59947  0.347
H: 0.26647 2.68417 0.12345  0.430
H: 0.58596 1.50472 -1.11621  0.347
H: -0.82494 2.50984 -1.22022  0.407
H: -2.25475 2.32751 1.14233  0.319
H: -2.37405 0.70671 1.78866  0.483
H: 2.24450 -2.99301 -3.05433  0.363
H: 2.41995 -1.82527 -1.73032  0.336
H: 1.68856 -3.39749 -1.39172  0.357
H: -2.60045 1.02405 -1.23956  0.447
H: -2.80315 -0.33810 -0.09491  0.368
H: 1.20289 -0.97393 2.29123  0.619
H: -1.11399 -2.65061 -1.07229  0.421
H: -0.14123 -2.70699 -3.14847  0.393
H: -2.27803 -1.14887 -2.29997  0.393

Computed properties:
Net charge: 0
E_HOMO (eV): -8.94
LUMO energy (Eh): 0.0265
SMILES: C[C@@H]1C(=O)O[C@@H]2C[C@@]3(C)CCC[C@H](C)C3=C[C@H]12

=====

No. 6
The following is a quantum chemistry calculation of C15H23BN6ReSi as an isolated structure, from OMol25.

Each line ends with the Mulliken charge.
CARTESIAN COORDINATES (ANGSTROEM)
H: 0.55958 3.66064 -0.08622  0.522
N: 0.28096 2.12145 -1.52572  -0.127
B: 0.40308 0.70191 -3.73518  -0.573
N: 0.59241 2.02444 -2.93280  0.162
C: 1.17396 3.16867 -3.29585  -0.009
Re: 0.20407 0.38220 -0.68200  0.767
H: 1.48325 3.27974 -4.32271  0.504
C: 1.27597 4.02969 -2.20420  -0.910
H: 1.72628 5.00860 -2.19870  0.433
C: 0.69862 3.38328 -1.11983  -0.206
H: 0.59926 0.86066 -4.90896  0.014
C: -2.32938 -3.43442 1.33634  -1.007
H: -1.40507 -3.87385 1.72996  0.278
H: -2.16024 -2.36581 1.15795  0.095
H: -2.58149 -3.91079 0.38108  0.306
N: -1.04542 0.20747 -3.45976  0.457
N: 1.34586 -0.39271 -3.14380  0.181
N: -1.48683 0.07591 -2.16958  -0.490
N: 1.50789 -0.57432 -1.72277  -0.213
C: -2.04353 -0.16360 -4.28380  -0.049
C: 1.93109 -1.42465 -3.75578  0.051
H: -1.87865 -0.14515 -5.34806  0.483
H: 1.88558 -1.47967 -4.83152  0.494
C: -3.14798 -0.51655 -3.50967  -0.961
C: 2.52151 -2.27266 -2.81890  -0.959
C: -2.75961 -0.35444 -2.17094  -0.211
C: 2.25968 -1.73506 -1.56523  -0.145
H: -4.10457 -0.84570 -3.86253  0.437
H: 3.08325 -3.16679 -3.03096  0.448
H: -3.28912 -0.47982 -1.23695  0.521
H: 2.51110 -2.05391 -0.56532  0.529
H: -3.10961 -3.56835 2.02286  0.338
C: 1.85849 -0.66647 5.00138  -0.939
Si: 0.38536 0.27440 4.32524  0.152
C: -1.21933 -0.64801 4.67350  -0.912
C: 0.32459 2.01183 5.02774  -0.946
C: 0.62372 0.41857 2.50160  1.327
C: 0.53248 0.42809 1.22987  -0.689
H: 1.94331 -0.56618 6.09107  0.322
H: 2.77442 -0.27104 4.54127  0.321
H: 1.79444 -1.73497 4.75592  0.312
H: -1.43355 -0.69393 5.75027  0.338
H: -2.06545 -0.14918 4.17977  0.308
H: -1.17666 -1.67840 4.29169  0.291
H: 1.13690 2.60691 4.58816  0.322
H: -0.62387 2.50879 4.78309  0.312
H: 0.44324 2.01315 6.11897  0.322

Computed properties:
Spin multiplicity: 4
Net charge: +2
E_HOMO (alpha / beta) (eV): -15.48 / -15.71
LUMO energy (alpha / beta) (Eh): -0.3081 / -0.3262